DFT (ωB97M-V with the def2-TZVPD basis set) results for a structure of composition C35H52AsCeOP3Se.

CARTESIAN COORDINATES (ANGSTROEM)
Ce -0.263 0.041 -0.997
P -3.008 -0.166 -1.149
P 0.169 -2.860 -1.072
P -0.116 2.997 -1.261
H 3.771 -0.929 -2.079
C 3.799 0.056 -1.600
C 3.547 0.163 -0.287
H 3.393 -0.719 0.335
C -3.745 -0.204 -2.820
C -3.753 -1.611 -0.334
C -3.843 1.223 -0.314
C 1.862 -3.566 -1.091
C -0.635 -3.929 0.173
C -0.542 -3.503 -2.637
C 1.556 3.762 -1.226
C -0.972 4.052 -0.033
C -0.794 3.673 -2.826
H 3.892 0.939 -2.237
H 3.337 1.138 0.176
H -4.830 -0.348 -2.722
H -3.307 -1.028 -3.400
H -3.535 0.737 -3.347
H -4.818 -1.632 -0.592
H -3.633 -1.537 0.754
H -3.268 -2.534 -0.678
H -4.912 1.176 -0.551
H -3.429 2.182 -0.656
H -3.699 1.139 0.773
H 1.923 -4.369 -1.840
H 2.112 -3.973 -0.102
H 2.589 -2.779 -1.340
H -0.838 -4.927 -0.245
H -1.579 -3.476 0.504
H 0.029 -4.029 1.043
H -0.256 -4.558 -2.745
H -0.169 -2.915 -3.488
H -1.637 -3.417 -2.615
H 1.577 4.655 -1.866
H 2.293 3.033 -1.589
H 1.820 4.042 -0.197
H -0.915 5.111 -0.324
H -0.504 3.924 0.952
H -2.026 3.753 0.040
H -0.474 4.717 -2.949
H -1.891 3.626 -2.805
H -0.436 3.067 -3.669
C 1.366 0.143 -5.244
C 2.753 -0.068 -5.213
C 3.485 -0.106 -6.400
C 2.856 0.097 -7.640
C 1.487 0.380 -7.672
C 0.743 0.411 -6.478
Se 0.142 0.043 -3.679
H 1.156 -0.380 -2.357
H 3.229 -0.209 -4.241
H 4.560 -0.303 -6.394
H 3.425 0.036 -8.576
H 0.987 0.569 -8.635
H -0.332 0.621 -6.496
O 0.415 0.060 1.012
As 0.158 0.050 2.760
C -1.629 -0.597 3.099
C -1.882 -1.967 2.927
C -3.173 -2.471 3.135
C -4.193 -1.617 3.574
C -3.925 -0.264 3.793
C -2.643 0.248 3.567
C 1.414 -1.165 3.585
C 2.155 -2.074 2.816
C 3.005 -2.991 3.455
C 3.117 -2.994 4.848
C 2.386 -2.081 5.617
C 1.529 -1.170 4.985
C 0.496 1.828 3.410
C 1.654 2.104 4.152
C 1.787 3.342 4.803
C 0.790 4.315 4.659
C -0.316 4.077 3.845
C -0.467 2.832 3.217
H -1.064 -2.635 2.647
H -3.367 -3.533 2.967
H -5.188 -2.022 3.764
H -4.714 0.394 4.162
H -2.432 1.289 3.778
H 2.063 -2.052 1.728
H 3.577 -3.698 2.853
H 3.775 -3.713 5.341
H 2.478 -2.072 6.704
H 0.954 -0.464 5.585
H 2.435 1.347 4.241
H 2.655 3.529 5.437
H 0.875 5.265 5.197
H -1.087 4.843 3.707
H -1.337 2.627 2.588

Computed properties:
- expectation value of S² = 0.752
- spin multiplicity = 2
- energy above the lowest of the compared OMol25 structures with the same formula, charge and spin (eV) = 0.3175
- HOMO energy (alpha / beta) (eV) = -16.1 / -16.1
- total charge = +3


DFT (ωB97M-V with the def2-TZVPD basis set) results for a structure of composition C35H52Br2N5ORuSeSi.

CARTESIAN COORDINATES (ANGSTROEM)
Ru -0.361 0.542 0.493
Br -3.455 3.121 3.326
C -3.782 1.317 2.879
C -5.001 0.716 3.194
C -5.223 -0.602 2.893
Br -6.872 -1.391 3.401
C -4.252 -1.367 2.210
C -4.401 -2.715 1.822
C -3.402 -3.329 1.117
C -2.250 -2.602 0.780
N -2.069 -1.351 1.140
C -3.033 -0.734 1.861
C -2.754 0.616 2.253
O -1.571 1.118 2.053
H -5.768 1.298 3.686
H -5.301 -3.253 2.087
H -3.489 -4.361 0.805
H -1.452 -3.058 0.204
C 0.776 3.460 1.625
C 1.452 2.551 2.662
C 2.751 3.208 3.147
C 0.540 2.443 3.892
Si 1.807 0.787 1.817
C 3.517 0.836 0.832
C 4.696 0.773 1.816
C 3.676 2.112 -0.004
C 3.634 -0.344 -0.140
C 1.800 -0.750 3.074
C 0.373 -1.202 3.383
C 2.533 -1.964 2.492
C 2.490 -0.327 4.375
H 0.592 4.445 2.063
H -0.197 3.063 1.317
H 1.391 3.601 0.732
H 2.495 4.127 3.683
H 3.421 3.485 2.338
H 3.292 2.562 3.841
H 0.205 3.444 4.175
H 1.072 2.021 4.742
H -0.346 1.849 3.704
H 4.767 1.673 2.425
H 5.625 0.687 1.244
H 4.646 -0.088 2.480
H 3.754 3.010 0.602
H 2.850 2.244 -0.704
H 4.593 2.040 -0.597
H 3.646 -1.305 0.369
H 4.569 -0.260 -0.702
H 2.822 -0.338 -0.863
H -0.097 -1.589 2.483
H -0.246 -0.396 3.780
H 0.388 -2.006 4.126
H 2.159 -2.223 1.499
H 2.363 -2.827 3.142
H 3.609 -1.808 2.435
H 1.871 0.347 4.961
H 3.454 0.155 4.200
H 2.672 -1.216 4.988
C 3.853 -1.733 -5.541
C 2.971 -0.985 -4.586
C 2.795 0.387 -4.720
C 2.057 1.125 -3.810
C 1.936 2.613 -3.995
C 1.473 0.452 -2.719
Se 0.608 1.561 -1.426
C 1.597 -0.947 -2.581
C 0.966 -1.754 -1.482
C 2.350 -1.631 -3.525
H 3.764 -1.339 -6.552
H 3.622 -2.797 -5.549
H 4.895 -1.616 -5.233
H 3.262 0.901 -5.552
H 2.120 2.886 -5.031
H 2.668 3.136 -3.374
H 0.951 2.975 -3.706
H 0.946 -1.220 -0.520
H 1.525 -2.677 -1.324
H -0.059 -2.004 -1.746
H 2.473 -2.703 -3.421
C -5.806 -1.326 -2.811
C -4.494 -1.547 -3.562
C -3.654 -2.628 -2.888
C -3.702 -0.239 -3.719
N -3.286 0.330 -2.448
C -3.922 1.191 -1.634
N -3.180 1.395 -0.575
N -2.099 0.642 -0.761
N -2.136 0.000 -1.877
H -6.403 -2.237 -2.829
H -6.400 -0.534 -3.271
H -5.626 -1.068 -1.765
H -4.724 -1.869 -4.581
H -3.420 -2.359 -1.857
H -2.720 -2.794 -3.428
H -4.206 -3.567 -2.867
H -4.310 0.506 -4.230
H -2.798 -0.426 -4.297
H -4.871 1.654 -1.844

Computed properties:
- expectation value of S² = 6.027
- spin multiplicity = 5
- HOMO energy (alpha / beta) (eV) = -10.0 / -10.0
- total charge = +1


DFT (ωB97M-V with the def2-TZVPD basis set) results for a cluster of 8 separate species, C35H52BrClN3O23 in total.

CARTESIAN COORDINATES (ANGSTROEM)
N 3.185 2.841 1.101
C 2.190 1.955 1.166
N 2.061 0.733 1.980
C 0.574 0.446 2.133
C -0.107 1.802 1.541
C -1.518 1.343 0.939
C -2.600 0.925 2.031
O -2.383 0.337 3.103
Cl -4.353 1.327 1.601
C -0.197 2.881 2.725
C 0.235 4.362 2.318
O 1.051 4.946 3.082
Br -0.354 5.349 0.711
N 0.896 2.024 0.439
H 4.188 2.640 1.190
H 2.915 3.840 1.022
H 2.313 1.131 2.914
H 0.208 0.082 3.151
H 0.411 -0.273 1.246
H -1.967 2.243 0.368
H -1.350 0.438 0.247
H 0.506 2.510 3.562
H -1.243 2.962 3.200
H 0.754 2.863 -0.143
C -4.846 -0.374 -3.797
C -3.800 -1.292 -3.204
C -3.843 -1.369 -1.707
O -2.488 -1.660 -1.373
C -1.720 -1.159 -2.379
O -0.525 -1.053 -2.330
O -2.483 -0.789 -3.443
H -4.656 0.666 -3.525
H -4.814 -0.421 -4.888
H -5.849 -0.650 -3.469
H -3.872 -2.287 -3.658
H -4.507 -2.161 -1.354
H -4.124 -0.430 -1.226
C 4.235 -4.498 1.669
C 2.885 -4.127 2.246
C 1.946 -3.529 1.242
O 1.128 -2.686 2.050
C 1.875 -2.335 3.132
O 1.569 -1.477 3.921
O 3.012 -3.076 3.206
H 4.790 -3.608 1.361
H 4.843 -4.997 2.425
H 4.131 -5.167 0.813
H 2.437 -4.992 2.746
H 1.341 -4.285 0.738
H 2.445 -2.912 0.487
C 0.873 -3.772 6.666
C 1.522 -5.128 6.831
C 3.005 -5.062 7.054
O 3.455 -6.297 6.510
C 2.547 -6.662 5.561
O 2.711 -7.545 4.771
O 1.429 -5.884 5.626
H 1.206 -3.285 5.746
H -0.212 -3.881 6.585
H 1.092 -3.118 7.513
H 1.024 -5.692 7.627
H 3.261 -4.991 8.113
H 3.493 -4.244 6.514
C 6.895 -3.107 -2.658
C 7.610 -3.948 -1.623
C 7.760 -5.389 -2.018
O 7.788 -6.052 -0.760
C 7.100 -5.267 0.115
O 6.761 -5.610 1.210
O 6.844 -4.040 -0.424
H 5.849 -3.412 -2.758
H 6.886 -2.058 -2.350
H 7.381 -3.177 -3.633
H 8.578 -3.499 -1.375
H 8.684 -5.573 -2.570
H 6.916 -5.774 -2.598
C -3.730 -4.323 -7.800
C -5.175 -3.976 -7.510
C -5.687 -2.815 -8.312
O -6.687 -2.268 -7.459
C -6.337 -2.596 -6.184
O -6.846 -2.136 -5.203
O -5.329 -3.513 -6.171
H -3.060 -3.524 -7.470
H -3.440 -5.220 -7.247
H -3.571 -4.506 -8.864
H -5.809 -4.861 -7.639
H -6.122 -3.127 -9.263
H -4.931 -2.047 -8.501
C -0.762 8.499 4.730
C -1.289 9.201 3.497
C -0.343 9.161 2.332
O -0.672 10.350 1.625
C -1.181 11.224 2.542
O -1.381 12.382 2.333
O -1.428 10.599 3.730
H 0.105 9.023 5.141
H -1.523 8.493 5.515
H -0.483 7.465 4.511
H -2.273 8.801 3.226
H -0.499 8.284 1.702
H 0.711 9.208 2.623
C -2.812 5.954 -3.106
C -2.424 4.498 -2.963
C -2.850 3.645 -4.122
O -3.021 2.367 -3.517
C -3.320 2.588 -2.208
O -3.717 1.747 -1.450
O -3.115 3.893 -1.871
H -3.898 6.077 -3.075
H -2.409 6.536 -2.273
H -2.432 6.377 -4.039
H -1.348 4.410 -2.776
H -2.091 3.602 -4.904
H -3.801 3.952 -4.565

Computed properties:
- spin multiplicity = 1
- HOMO energy (eV) = -12.3
- total charge = +1